The following is a DFT calculation (ωB97M-V/def2-TZVPD) of C45H54ClF4N3O5Si2 as an isolated structure in a non-equilibrium geometry.

```
! wB97M-V def2-TZVPD RIJCOSX def2/J DEFGRID3
* xyz 0 1
Cl -0.691 -2.706 1.802
Si 0.309 -1.325 -1.214
Si -0.418 -3.848 0.040
F 6.422 2.139 0.423
F -9.053 -5.476 -1.516
F -1.657 7.616 5.432
F -1.584 5.067 -1.749
O 2.048 -5.041 2.380
O 1.274 -6.987 -0.850
O -0.274 -2.944 -1.421
O -1.243 0.837 0.443
O 3.241 -0.407 -0.384
N 4.369 -0.223 -2.441
N -3.164 -5.018 2.106
N 0.881 -5.027 0.356
C 5.314 -1.385 -2.189
C 3.156 -0.593 -1.625
C -1.019 -0.143 -1.925
C 6.748 3.431 0.602
C -7.693 -7.400 -1.549
C -0.354 2.000 0.375
C 0.845 1.071 4.218
C -0.997 5.098 2.913
C -1.995 7.694 3.101
C -1.906 0.619 -0.821
C -5.552 -7.341 -0.444
C 4.929 1.032 -1.847
C -1.409 5.775 1.768
C -2.722 5.019 -2.461
C -4.943 5.823 -2.873
C 7.893 3.933 0.003
C -1.076 5.724 4.153
C 6.275 5.573 1.570
C 1.370 -5.722 -0.851
C 7.420 6.089 0.968
C -4.012 4.067 -4.243
C -2.040 -4.901 -0.161
C -3.268 -0.194 -0.545
C 0.678 1.785 1.608
C 8.228 5.271 0.183
C 1.855 -1.140 -2.392
C -0.022 1.357 2.973
C -5.782 -6.023 -0.060
C -2.831 4.121 -3.510
C 2.207 1.947 1.498
C -6.506 -8.030 -1.190
C -1.576 7.014 4.234
C 5.934 4.238 1.382
C -7.909 -6.085 -1.166
C -1.905 7.073 1.861
C -5.066 4.920 -3.926
C -1.536 -6.908 1.785
C 1.968 -5.060 -2.169
C -2.284 -5.587 1.287
C -6.964 -5.389 -0.428
C 2.389 1.210 4.076
C 3.055 -3.416 0.866
C 1.960 -4.516 1.230
C -3.766 5.870 -2.132
C 3.080 1.665 2.745
H -5.764 6.489 -2.630
H 6.017 -1.175 -1.312
H -1.997 3.471 -3.748
H -7.156 -4.360 -0.146
H 4.042 -3.771 1.352
H -5.039 -5.490 0.525
H -3.656 6.560 -1.304
H 5.649 6.211 2.185
H -2.941 -4.224 -0.390
H -4.628 -7.835 -0.161
H -4.006 0.559 -0.077
H 4.216 1.754 2.669
H -1.548 -6.941 2.941
H -2.038 -7.884 1.443
H -0.753 5.217 5.055
H -2.221 7.599 0.966
H -2.225 1.622 -1.301
H -3.698 -0.640 -1.502
H -0.438 -6.979 1.481
H -1.167 1.258 3.035
H -0.543 0.629 -2.647
H -0.934 2.982 0.548
H 5.724 1.495 -2.536
H -5.986 4.881 -4.500
H 4.665 -2.296 -1.931
H 0.190 2.071 -0.637
H -1.342 5.289 0.800
H -0.615 4.085 2.839
H -4.111 3.361 -5.061
H 7.683 7.132 1.112
H 3.039 0.969 4.977
H 3.278 -3.297 -0.243
H 5.932 -1.594 -3.125
H -1.854 -5.703 -0.952
H 2.724 -5.731 -2.715
H 8.515 3.279 -0.598
H -8.450 -7.922 -2.122
H 1.606 -0.325 -3.177
H 5.042 3.821 1.835
H -3.005 -0.996 0.246
H 1.097 -4.909 -2.917
H 0.790 -0.986 0.116
H 9.117 5.675 -0.288
H 2.768 -2.455 1.408
H -2.386 8.701 3.194
H -1.738 -0.754 -2.597
H 5.424 0.879 -0.822
H -3.195 -5.607 2.960
H -6.324 -9.056 -1.492
H 0.308 0.741 5.165
H 2.053 -2.092 -3.001
H 2.684 2.256 0.498
H 4.124 1.831 -1.693
H 2.439 -4.033 -2.029
*
```

Its HOMO-LUMO gap is 0.322 hartree. The value obtained for the LUMO energy is 0.1 eV. The total energy comes out at -101392.909 eV.

Atomic partial charges in e from the Löwdin method, atoms 1 to 99:
1. Cl 0.4137
2. Si 0.5663
3. Si 0.1527
4. F 0.0335
5. F 0.0582
6. F 0.0603
7. F 0.0502
8. O 0.0473
9. O 0.0528
10. O -0.3317
11. O -0.2146
12. O -0.0069
13. N -0.1801
14. N 0.0746
15. N -0.0468
16. C -0.0797
17. C -0.4154
18. C -0.1987
19. C -0.2792
20. C -0.0234
21. C -0.1490
22. C -0.0678
23. C -0.0682
24. C -0.0203
25. C -0.4287
26. C -0.0943
27. C -0.1233
28. C -0.0916
29. C -0.2897
30. C -0.0782
31. C -0.0176
32. C -0.0098
33. C -0.0763
34. C -0.3800
35. C -0.0959
36. C -0.0820
37. C -0.1759
38. C -0.0455
39. C -0.1256
40. C -0.0831
41. C -0.1457
42. C -0.0267
43. C -0.0797
44. C -0.0253
45. C -0.0352
46. C -0.0857
47. C -0.2898
48. C -0.0130
49. C -0.2919
50. C -0.0834
51. C -0.0950
52. C -0.0586
53. C -0.0148
54. C -0.4328
55. C -0.0134
56. C -0.0688
57. C 0.0015
58. C -0.4180
59. C -0.0147
60. C -0.0612
61. H 0.1066
62. H 0.0994
63. H 0.1121
64. H 0.1166
65. H 0.1102
66. H 0.0688
67. H 0.1101
68. H 0.1077
69. H 0.0918
70. H 0.0947
71. H 0.0922
72. H 0.0785
73. H 0.0888
74. H 0.0828
75. H 0.1175
76. H 0.0985
77. H 0.1388
78. H 0.0832
79. H 0.0633
80. H 0.1103
81. H 0.0842
82. H 0.1168
83. H 0.1018
84. H 0.1021
85. H 0.0781
86. H 0.1331
87. H 0.0747
88. H 0.0788
89. H 0.1055
90. H 0.1017
91. H 0.0797
92. H 0.0523
93. H 0.0924
94. H 0.0941
95. H 0.1045
96. H 0.1163
97. H 0.1145
98. H 0.0945
99. H 0.0964